No. 1
A structure of composition C24H23ClPRu in a non-equilibrium geometry. Source: the Open Molecules 2025 dataset; level of theory: ωB97M-V/def2-TZVPD.

total charge	+1
E_HOMO (alpha / beta)	-10.51 / -11.51	eV
2S+1	5
⟨S²⟩	6.033

Cartesian coordinates (Å):
C  1.1359  4.0734  -0.6143
C  1.4628  2.7796  -1.1483
C  0.4967  2.4301  -2.1156
H  2.2989  2.1480  -0.8222
C  -0.4516  3.4841  -2.2325
C  -0.0719  4.5417  -1.3179
H  -0.6004  5.4665  -1.1237
H  1.7047  4.6489  0.1106
H  0.4613  1.4741  -2.6558
H  -1.3528  3.4769  -2.8640
Ru  -0.6098  3.2935  0.1180
Cl  -2.6043  2.3914  0.2205
P  -0.1998  -0.6026  0.1660
C  -0.5452  -1.0784  -1.4830
C  0.2654  -2.0936  -2.0326
H  1.1312  -2.4303  -1.4437
C  -0.1016  -2.6562  -3.2513
H  0.5010  -3.4913  -3.6283
C  -1.2290  -2.1671  -3.9235
H  -1.5238  -2.6485  -4.8488
C  -1.9891  -1.0954  -3.4315
H  -2.8620  -0.7258  -3.9732
C  -1.6378  -0.5011  -2.2078
H  -2.1710  0.3447  -1.7804
C  1.4898  -0.8284  0.6164
C  2.5282  -0.4695  -0.2869
H  2.2816  -0.0513  -1.2661
C  3.8438  -0.7157  0.0958
H  4.6557  -0.5266  -0.6367
C  4.1263  -1.2369  1.3546
H  5.1411  -1.4877  1.6286
C  3.1040  -1.4844  2.3044
H  3.3070  -1.8958  3.2812
C  1.7606  -1.2260  1.9455
H  0.9395  -1.3842  2.6309
C  -1.3841  -1.1882  1.3255
C  -1.7685  -2.5288  1.0980
H  -1.3883  -3.0181  0.1994
C  -2.5668  -3.1542  2.0513
H  -2.8116  -4.2087  1.8875
C  -3.0043  -2.4258  3.1669
H  -3.6078  -2.9445  3.9075
C  -2.6927  -1.0692  3.3516
H  -3.0545  -0.5268  4.2290
C  -1.8994  -0.4091  2.4060
H  -1.6743  0.6523  2.4598
C  0.2231  2.7300  1.8841
H  -0.4893  3.4386  2.4098
H  1.2542  3.1666  1.8837
H  0.1790  1.7297  2.3554

***

No. 2
A structure of composition C44H53As2N4O11S4Ti in a non-equilibrium geometry. Source: the Open Molecules 2025 dataset; level of theory: ωB97M-V/def2-TZVPD.

total charge	+1
E_HOMO	-10.35	eV

Cartesian coordinates (Å):
Ti  -0.2184  -1.9191  -2.6411
C  2.8987  -2.1960  -2.1404
C  3.0437  -1.3231  -3.3736
S  1.5405  -1.2134  -4.4007
C  1.6120  -2.6202  -5.5759
C  0.3299  -3.4610  -5.6550
S  -1.1239  -2.4997  -5.1344
C  -2.2814  -3.7635  -4.5153
C  -3.1518  -3.1286  -3.4361
S  -2.3220  -2.9076  -1.8131
C  -0.4770  -4.6412  0.7799
C  0.8071  -4.9227  0.9129
S  1.5210  -1.7170  -1.0336
H  3.8055  -2.1018  -1.5384
H  2.7710  -3.2434  -2.4146
H  3.8641  -1.6621  -4.0078
H  3.2261  -0.2849  -3.0964
H  2.4574  -3.2633  -5.3371
H  1.8024  -2.1466  -6.5380
H  0.3775  -4.3151  -4.9896
H  0.1811  -3.8089  -6.6774
H  -1.6931  -4.5901  -4.1201
H  -2.8923  -4.1174  -5.3473
H  -4.0069  -3.7844  -3.2631
H  -3.5411  -2.1688  -3.7861
H  -1.1024  -5.1411  0.0531
H  -0.9675  -3.9037  1.4039
H  1.2890  -5.6746  0.3031
H  1.4223  -4.4144  1.6442
C  -5.5794  -1.4435  0.0831
O  -4.5289  -0.5050  0.2853
C  -4.7067  0.4837  1.1763
C  -5.8657  0.7002  1.9164
C  -5.9106  1.7190  2.8554
C  -4.8093  2.5319  3.0886
C  -3.6560  2.3320  2.3534
C  -3.6136  1.3368  1.3870
N  -2.3785  1.1224  0.7036
C  -2.0839  0.7582  -0.5250
C  -2.8572  0.8477  -1.7254
C  -4.0680  1.5553  -1.8347
C  -4.6646  1.7255  -3.0604
C  -4.0535  1.1956  -4.2039
C  -2.8648  0.5009  -4.1283
C  -2.2644  0.3003  -2.8826
O  -1.1539  -0.4067  -2.7665
H  -5.1874  -2.1541  -0.6377
H  -6.4675  -0.9477  -0.3145
H  -5.8204  -1.9584  1.0149
H  -6.7244  0.0618  1.7718
H  -6.8188  1.8683  3.4218
H  -4.8474  3.3117  3.8339
H  -2.7871  2.9607  2.5080
H  -1.5650  1.2595  1.2950
H  -1.0392  0.4743  -0.6527
H  -4.5114  2.0008  -0.9562
H  -5.5889  2.2779  -3.1436
H  -4.5197  1.3362  -5.1700
H  -2.3952  0.0912  -5.0130
O  0.7608  -6.0547  -2.3223
C  0.5615  -4.9189  -2.5364
N  0.3759  -3.7680  -2.7883
C  -0.5339  4.1570  0.1379
O  0.1797  3.0762  0.7534
C  0.4115  3.2082  2.0706
O  -0.0088  4.1298  2.7234
C  1.1476  2.0364  2.6289
C  1.6152  2.1475  3.8718
As  2.3066  0.6405  4.8929
C  3.8038  1.5356  5.7789
C  3.3444  -0.2421  3.4868
C  2.9881  -0.3183  2.2064
As  1.3990  0.5254  1.3788
C  0.0803  -0.7214  2.2171
C  3.9276  -0.8790  1.1604
O  4.3458  -0.1742  0.2846
O  4.2623  -2.1732  1.1590
C  3.7167  -3.1166  2.0771
C  4.7063  -0.7328  3.9181
O  5.7015  -0.3277  3.3915
O  4.8000  -1.6131  4.9335
C  3.6476  -2.2266  5.5121
C  1.6883  3.4508  4.6323
O  2.6173  4.1840  4.4560
O  0.8008  3.6794  5.6075
C  -0.3650  2.8599  5.6927
H  -0.7817  3.8067  -0.8607
H  0.1075  5.0344  0.0804
H  -1.4296  4.4014  0.7074
H  3.4028  2.2123  6.5321
H  4.4024  2.0989  5.0668
H  4.4169  0.7824  6.2728
H  0.5777  -1.4069  2.9020
H  -0.3999  -1.3118  1.4345
H  -0.6779  -0.1801  2.7857
H  4.3728  -3.2113  2.9411
H  3.6809  -4.0641  1.5452
H  2.7089  -2.8369  2.3835
H  3.9771  -3.1977  5.8741
H  2.8484  -2.3623  4.7825
H  3.2841  -1.6349  6.3546
H  -1.0222  3.3607  6.3977
H  -0.1228  1.8625  6.0685
H  -0.8555  2.7917  4.7216
N  0.5313  3.3581  -4.0749
C  0.4795  1.9985  -4.1076
N  1.2132  1.4122  -3.2073
C  1.8187  2.4693  -2.5234
C  2.7303  2.4410  -1.4736
C  3.1636  3.6468  -0.9637
C  2.7155  4.8704  -1.4909
C  1.8327  4.9182  -2.5513
C  1.3991  3.6932  -3.0513
H  0.0587  3.9861  -4.7005
H  -0.1146  1.4805  -4.8448
H  3.1029  1.5106  -1.0845
H  3.8724  3.6503  -0.1461
H  3.0827  5.7946  -1.0657
H  1.5032  5.8588  -2.9705

***

No. 3
A structure of composition CH6N2O2S in a non-equilibrium geometry. Source: the Open Molecules 2025 dataset; level of theory: ωB97M-V/def2-TZVPD.

ΔE to the lowest compared entry with this formula, charge and spin	73.3	kcal per mole
E_HOMO (alpha / beta)	-9.80 / -9.80	eV

Cartesian coordinates (Å):
C  -1.8195  0.8105  0.0941
N  1.9458  0.6667  0.5718
N  1.1565  -1.7299  -0.4038
O  1.1540  0.5394  -1.6884
O  -0.9711  -0.2390  0.1703
S  1.0993  -0.0568  -0.3904
H  -1.1957  1.5667  -0.5490
H  -2.0643  1.2619  1.0300
H  -2.7744  0.5289  -0.5249
H  2.0390  0.3783  1.5537
H  1.2949  -1.7821  0.6359
H  0.1354  -1.9446  -0.4993

***

No. 4
A structure of composition CH2I3P in a non-equilibrium geometry. Source: the Open Molecules 2025 dataset; level of theory: ωB97M-V/def2-TZVPD.

ΔE to the lowest compared entry with this formula, charge and spin	9.3	kcal per mole
E_HOMO	-9.28	eV

Cartesian coordinates (Å):
C  -0.1617  0.2985  0.4574
P  0.7932  -0.9477  -0.5900
I  -0.6438  -0.8151  2.3422
I  1.1952  1.8247  1.1595
I  -2.0268  1.0772  -0.4360
H  1.2532  -0.1817  -1.5593
H  -0.4093  -1.2559  -1.3738

***

No. 5
A cluster of 2 separate species, C2H5IN2 in total in a non-equilibrium geometry. Source: the Open Molecules 2025 dataset; level of theory: ωB97M-V/def2-TZVPD.

SMILES	CC#N.NI
ΔE to the lowest compared entry with this formula, charge and spin	0.0	kcal per mole
E_HOMO	-8.75	eV

Cartesian coordinates (Å):
C  -0.0405  2.2921  0.1494
C  -0.0574  1.0858  -0.7205
N  0.0202  0.1564  -1.3505
N  0.0273  -3.0007  -0.1347
I  -0.9811  -2.3192  1.4802
H  0.2511  3.0898  -0.5477
H  -1.0427  2.2364  0.6999
H  0.6056  2.1822  1.0249
H  0.3814  -2.2679  -0.6976
H  0.8363  -3.4549  0.0964

***

No. 6
A cluster of 2 separate species, C6H18N2O in total in a non-equilibrium geometry. Source: the Open Molecules 2025 dataset; level of theory: ωB97M-V/def2-TZVPD.

total charge	+2
ΔE to the lowest compared entry with this formula, charge and spin	96.5	kcal per mole
E_HOMO	-19.59	eV

Cartesian coordinates (Å):
C  -1.6539  -0.2357  -1.6016
C  -0.4068  -2.1622  -0.9265
C  -2.1417  -1.2755  0.5767
C  0.9765  1.6460  -0.7184
C  2.2319  0.2056  0.6876
C  0.8026  1.7162  1.8536
N  -1.2339  -1.0760  -0.4467
N  1.0209  0.9106  0.5534
O  -0.1527  0.2081  0.7500
H  -1.8560  0.7393  -1.0581
H  -0.8322  -0.0735  -2.2113
H  -2.5635  -0.5256  -2.0644
H  0.0291  -2.8978  -0.1148
H  -0.8987  -2.8708  -1.6600
H  0.3188  -1.8317  -1.6733
H  -1.8054  -1.0276  1.5502
H  -2.9997  -0.7518  0.4440
H  -2.2535  -2.3266  0.7660
H  1.5584  2.4577  -0.5743
H  1.3115  1.0160  -1.5228
H  -0.1500  1.8379  -0.8690
H  2.4148  -0.4171  1.5261
H  2.4196  -0.6041  -0.0066
H  3.0751  0.8639  0.5844
H  -0.0820  2.3177  1.8569
H  0.6876  1.0311  2.6754
H  1.6186  2.3721  2.1037

***

No. 7
A structure of composition C33H41GeN4OS3ScSe in a non-equilibrium geometry. Source: the Open Molecules 2025 dataset; level of theory: ωB97M-V/def2-TZVPD.

ΔE to the lowest compared entry with this formula, charge and spin	0.0	kcal per mole
E_HOMO	-7.23	eV

Cartesian coordinates (Å):
Sc  16.4965  15.6106  11.0443
C  21.0805  15.9467  11.0190
C  19.6367  15.8183  10.5409
N  18.6437  15.5939  11.4030
N  18.9919  15.3276  12.6991
C  18.1908  15.5460  13.6852
S  16.6552  16.3703  13.6555
S  18.8397  15.2407  15.2469
C  19.4460  13.5081  14.9934
C  20.8694  13.3051  14.5054
C  21.1992  12.5307  13.4176
C  22.4996  12.3207  12.9978
C  23.5324  12.9719  13.6591
C  23.2336  13.8088  14.7470
C  21.9361  13.8828  15.2490
C  19.4375  15.8494  9.1022
C  20.5179  16.1260  8.2060
C  20.3015  15.9512  6.8799
C  19.0766  15.6000  6.3206
C  17.9623  15.4809  7.0891
C  18.1486  15.5602  8.4891
O  17.0286  15.2879  9.1543
H  21.0919  15.7135  12.0700
H  21.5991  16.9448  10.8367
H  21.6431  15.1465  10.5285
H  18.7843  13.0616  14.2465
H  19.3085  13.0988  16.0347
H  20.4437  11.9951  12.8549
H  22.6557  11.6708  12.1182
H  24.5690  12.8006  13.3869
H  24.0334  14.4050  15.1801
H  21.7182  14.5095  16.1223
H  21.4876  16.4320  8.5516
H  21.1353  16.1387  6.2085
H  19.0071  15.3874  5.2606
H  17.0030  15.1666  6.7098
C  15.2469  19.6234  7.8649
N  14.7572  19.8176  9.2010
C  13.6157  20.7170  9.4698
C  13.5238  20.6995  11.0274
N  14.5873  19.7780  11.4221
C  15.3284  19.3560  10.3596
S  16.7192  18.3067  10.4753
H  14.4282  19.1262  7.3141
H  16.1374  18.9881  7.8932
H  15.4652  20.5954  7.4187
H  12.6618  20.3332  9.0355
H  13.7565  21.7328  9.0632
H  12.5403  20.3584  11.3642
H  13.7004  21.7143  11.4321
H  14.6200  19.3734  12.3545
C  16.0780  13.4639  11.6300
C  16.2237  12.2380  11.5980
C  16.5125  10.8585  11.5600
C  17.8634  10.4385  11.4780
C  18.1694  9.1034  11.2647
C  17.1516  8.1123  11.1825
C  15.8010  8.5065  11.3493
C  15.5096  9.8335  11.6008
H  18.6368  11.2146  11.4885
H  19.2208  8.7815  11.1280
H  17.3618  7.1003  10.7889
H  15.0009  7.7850  11.2314
H  14.4981  10.2422  11.7767
C  10.0788  14.2794  13.2010
Ge  10.8423  15.8283  12.1581
C  10.0814  15.9875  10.2738
C  10.3891  17.2830  13.3937
C  12.8189  15.4957  12.1509
Se  13.6258  15.7238  10.3192
C  13.5088  13.8859  9.6011
H  9.1931  13.9360  12.6557
H  9.8655  14.6309  14.2144
H  10.7206  13.3828  13.2622
H  9.0190  16.1318  10.3656
H  10.1926  15.0260  9.7827
H  10.5715  16.8090  9.7052
H  11.0865  18.1358  13.2385
H  10.5530  16.9240  14.4141
H  9.3655  17.5947  13.2063
H  13.0266  14.4752  12.4520
H  13.3164  16.1531  12.8970
H  12.4539  13.7613  9.3395
H  13.8380  13.1340  10.3447
H  14.1070  13.8019  8.7038

***

No. 8
A cluster of 2 separate species, C9H14 in total in a non-equilibrium geometry. Source: the Open Molecules 2025 dataset; level of theory: ωB97M-V/def2-TZVPD.

total charge	+1
ΔE to the lowest compared entry with this formula, charge and spin	17.8	kcal per mole
E_HOMO (alpha / beta)	-14.51 / -14.54	eV
2S+1	2
⟨S²⟩	0.768

Cartesian coordinates (Å):
C  -0.1133  -0.9208  4.0602
C  -0.7419  -0.6992  2.6681
H  0.5447  -0.0855  4.2806
H  -0.7716  -1.0435  4.9094
H  0.4502  -1.8581  4.0517
H  -1.7546  -0.2840  2.6874
H  -0.7010  -1.6568  2.1446
H  -0.2131  0.0448  2.0834
C  -0.2914  -1.7196  -2.4098
C  0.3518  1.7144  0.0109
C  -0.8487  1.6033  -0.7210
C  1.4180  0.8732  -0.3619
C  -0.9029  0.6037  -1.6523
C  1.3802  -0.1237  -1.3123
C  0.0990  -0.4503  -1.7847
H  0.4916  2.4510  0.7883
H  -1.5787  2.3857  -0.5664
H  2.3432  0.9081  0.2093
H  -1.8552  0.5519  -2.1740
H  2.1198  -0.8820  -1.5395
H  0.3172  -2.2348  -3.1537
H  -1.3236  -1.6883  -2.7480
H  -0.2149  -2.4129  -1.5417

***

No. 9
An isolated molecule of C4H5NO2. Source: the Open Molecules 2025 dataset; level of theory: ωB97M-V/def2-TZVPD.

SMILES	Cc1coc(=O)[nH]1
ΔE to the lowest compared entry with this formula, charge and spin	0.6	kcal per mole
E_HOMO	-8.60	eV

Cartesian coordinates (Å):
C  1.0274  1.0921  -0.9511
C  0.2357  0.2394  -0.0212
C  0.3942  -0.0402  1.2768
O  -0.5547  -0.9548  1.6875
C  -1.3397  -1.2802  0.6096
O  -2.2535  -2.0634  0.6271
N  -0.8474  -0.5397  -0.4364
H  1.8070  0.5081  -1.4557
H  0.3854  1.5325  -1.7219
H  1.5056  1.9087  -0.4020
H  1.1193  0.2923  2.0037
H  -1.3292  -0.5004  -1.3251

***

No. 10
A structure of composition C30H48BrCoGeN4SbSe. Source: the Open Molecules 2025 dataset; level of theory: ωB97M-V/def2-TZVPD.

total charge	+2
ΔE to the lowest compared entry with this formula, charge and spin	0.0	kcal per mole
E_HOMO (alpha / beta)	-12.49 / -12.43	eV
2S+1	2
⟨S²⟩	0.758

Cartesian coordinates (Å):
Co  1.0001  -0.0319  0.3081
C  5.0292  -1.0385  0.5952
C  3.6608  -0.9923  0.7258
N  2.9352  0.0454  0.2741
C  3.5731  1.0640  -0.3035
C  4.9416  1.0831  -0.5207
C  5.6770  0.0110  -0.0435
C  5.5966  2.2331  -1.1829
C  5.2037  2.9306  -2.2457
C  4.0473  2.7356  -3.1513
C  3.7995  3.6837  -4.1336
C  2.7033  3.4875  -4.9552
N  1.9147  2.4156  -4.8493
C  2.2714  1.5456  -3.9071
N  3.2739  1.6473  -3.0389
H  5.5796  -1.8842  0.9847
H  3.1133  -1.7845  1.2131
H  2.9747  1.9052  -0.6099
H  6.7535  -0.0053  -0.1684
H  6.5285  2.5452  -0.7208
H  5.8422  3.7593  -2.5330
H  4.4386  4.5494  -4.2522
H  2.4459  4.2077  -5.7238
H  1.6670  0.6449  -3.8357
Br  0.9524  6.5423  -0.0227
C  0.8101  4.6926  0.0914
C  0.7702  4.0708  1.3308
C  0.6725  2.6942  1.3699
N  0.6165  1.9344  0.2634
C  0.6501  2.5568  -0.9302
C  0.7408  3.9262  -1.0640
H  0.8212  4.6420  2.2473
H  0.6321  2.1707  2.3168
H  0.6043  1.9214  -1.8060
H  0.7680  4.3791  -2.0459
C  2.7693  -4.3481  0.6052
C  1.4805  -4.3301  -0.2090
C  1.7601  -4.5585  -1.6943
Sb  0.2600  -2.5739  0.0892
C  -1.4200  -3.2714  -1.0841
C  -2.4426  -2.1819  -1.3844
C  -2.0807  -4.5364  -0.5457
C  -0.1147  -2.8369  2.2279
C  -0.5550  -1.5426  2.9085
C  -1.0584  -3.9784  2.6142
H  3.2116  -5.3468  0.5560
H  2.6234  -4.1198  1.6625
H  3.5030  -3.6569  0.1896
H  0.8144  -5.1111  0.1653
H  2.4030  -3.7736  -2.1005
H  0.8565  -4.6070  -2.3017
H  2.2831  -5.5092  -1.8270
H  -0.8921  -3.5147  -2.0073
H  -3.0093  -1.9185  -0.4854
H  -3.1640  -2.5425  -2.1246
H  -1.9812  -1.2747  -1.7879
H  -2.7039  -4.3246  0.3210
H  -1.3702  -5.3162  -0.2746
H  -2.7305  -4.9535  -1.3211
H  0.8893  -3.0828  2.5821
H  -1.5668  -1.2489  2.6086
H  0.1167  -0.7029  2.7083
H  -0.5591  -1.6610  3.9969
H  -2.0936  -3.7362  2.3660
H  -1.0186  -4.1559  3.6936
H  -0.8064  -4.9198  2.1254
C  -6.9239  1.0748  2.1509
Ge  -5.1058  1.7160  2.0619
C  -4.8995  3.4054  1.1354
C  -4.1467  1.7155  3.7418
C  -4.1736  0.2906  0.9542
Se  -2.4286  0.7966  0.4079
C  -2.8481  1.7797  -1.2039
H  -7.5241  1.7289  2.7849
H  -6.9516  0.0687  2.5697
H  -7.3651  1.0599  1.1540
H  -5.4269  4.1864  1.6837
H  -5.3132  3.3659  0.1264
H  -3.8452  3.6871  1.0858
H  -4.5317  2.4960  4.3982
H  -3.0870  1.9129  3.5644
H  -4.2503  0.7577  4.2526
H  -4.7677  0.0329  0.0755
H  -4.0591  -0.5883  1.5930
H  -3.8695  1.5491  -1.4966
H  -2.1543  1.4655  -1.9820
H  -2.7409  2.8454  -1.0071